Record 1
18
Properties=species:S:1:pos:R:3:forces:R:3 method="wB97M-V/def2-TZVPD" relative_energy_ev=0.000 total_charge=+1 homo_ev=-13.53 mol_weight_da=234.18 multiplicity=1
C -0.713254 -0.079390 0.121954 -0.9 -0.9 -0.3
C 0.240535 -0.479235 -0.773733 0.4 2.1 3.8
C 1.897255 1.304574 -1.333582 -1.0 -0.5 1.9
O 4.410159 2.015684 1.022186 0.4 0.3 0.6
O 2.971522 1.757090 -1.355510 0.4 0.5 -1.1
C -0.185263 0.608872 1.244027 0.3 0.2 1.9
F 0.729895 1.971575 -1.597060 1.5 -0.8 -0.3
N 2.584558 -1.020627 -0.522347 1.3 0.4 -0.3
F 5.920949 -1.151524 0.757693 -0.4 1.2 0.1
F 4.371778 -2.195701 -0.778465 0.2 0.3 0.1
C 4.717364 0.929121 0.877265 -0.3 -1.9 -1.5
C 1.643211 -0.053943 -0.467387 -0.6 2.3 0.1
C 4.858538 -0.368657 0.429989 0.7 0.7 1.0
H 0.313743 -0.906732 -1.685040 -1.2 -1.9 -2.8
H -0.821609 0.808316 2.203593 1.2 0.0 -2.1
H -1.817955 -0.278155 0.169539 1.3 0.1 -0.7
C 3.861781 -1.065205 -0.312320 -2.0 -1.0 -0.4
S 1.452468 0.986032 1.228330 -1.3 -1.0 0.1

=====

Record 2
34
Properties=species:S:1:pos:R:3:forces:R:3 method="wB97M-V/def2-TZVPD" relative_energy_ev=0.178 total_charge=-1 homo_ev="-4.91 / -4.95" mol_weight_da=1031.73 multiplicity=3
Pt 13.233638 13.228679 4.455240 0.7 -1.1 -1.1
H 7.992645 14.675182 2.601894 -0.2 0.1 -0.4
N 14.420286 14.949018 4.887818 1.2 -0.7 -0.4
H 6.089602 13.869813 6.409158 0.3 -0.7 -0.4
O 10.444126 13.964863 3.664064 0.4 0.4 0.1
O 16.729204 15.117010 3.655999 0.5 0.7 -1.2
C 13.166181 16.530532 6.583294 -1.1 0.9 -1.0
C 16.849453 14.126026 6.014552 -1.3 -0.1 -1.5
Se 12.388990 11.212271 3.340533 -0.1 0.9 0.4
F 11.920657 16.013671 6.550630 0.8 0.1 0.1
F 15.963883 13.781228 6.924717 0.2 -0.7 1.1
C 8.008906 14.339672 3.616139 0.1 -0.8 1.6
F 13.914058 15.925457 7.443388 0.7 -1.2 1.0
H 8.161716 12.979976 7.395732 0.5 0.3 -0.8
F 13.074857 17.800422 6.979292 -0.3 0.5 -0.1
F 17.790087 13.217137 5.806752 0.1 -0.5 0.5
O 10.592191 13.366409 5.871086 0.9 0.0 -0.5
S 13.957211 16.515744 4.895376 2.2 -0.7 0.1
H 5.869174 14.453830 3.943832 1.4 -0.4 1.2
C 9.204318 14.001833 4.230252 -0.3 -0.1 0.0
F 17.415828 15.247011 6.345378 0.6 1.1 0.5
B 11.388847 13.598325 4.660651 -2.8 -0.1 1.0
C 6.865254 14.186255 4.437377 -0.6 0.4 -0.8
Se 10.328320 5.295396 6.622623 0.9 0.8 -0.2
C 8.189334 13.340008 6.352662 -1.1 0.7 0.2
Se 13.742752 9.596477 4.048687 0.2 -0.2 0.1
O 12.982696 16.767302 3.921003 -1.9 0.1 -0.8
O 15.592587 12.941223 4.091804 -0.4 -0.6 -0.4
C 6.972061 13.725491 5.765003 -0.9 0.8 -0.4
Se 10.917888 3.155455 7.487981 0.0 0.0 0.0
Sb 8.505787 3.763361 7.046366 -0.9 -0.8 0.2
S 15.895282 14.296843 4.436390 -1.1 1.6 1.8
C 9.286579 13.580301 5.568409 0.9 -0.4 -0.5
O 15.078872 17.405229 4.922200 0.1 -0.2 0.7

=====

Record 3
16
Properties=species:S:1:pos:R:3:forces:R:3 method="wB97M-V/def2-TZVPD" relative_energy_ev=0.000 total_charge=0 homo_ev=-9.52 mol_weight_da=287.94 multiplicity=1
Br -3.265989 1.135696 0.217601 0.8 -0.1 0.1
C -0.496127 1.262425 -0.421639 -2.1 0.5 1.6
C 0.779763 -1.148196 0.012842 1.3 3.1 0.9
H -0.828094 2.215658 -0.843975 0.3 -0.4 -0.3
H -1.794697 -0.353107 2.167486 0.1 -0.7 0.4
H 0.254509 -1.965760 1.929410 -0.6 0.0 -0.2
Br 1.816691 1.703418 1.371239 -0.6 -0.5 -1.7
N 2.388471 1.090879 -2.476099 -1.4 0.4 1.3
C -1.424419 0.607514 0.332733 0.6 0.4 -0.9
C -0.121066 -1.330519 1.124805 -1.4 2.0 2.5
H 1.725232 -1.549119 0.329475 0.8 0.2 -0.9
N -0.599235 -1.773441 -1.998739 0.7 0.1 0.4
C 0.918374 0.942206 -0.363171 0.3 -2.7 2.0
C 1.662215 1.149511 -1.564806 2.0 -0.8 -0.9
C -1.143664 -0.456469 1.315778 0.6 -0.3 -1.0
C 0.128039 -1.530700 -1.132941 -1.4 -1.0 -3.3

=====

Record 4
22
Properties=species:S:1:pos:R:3:forces:R:3 method="wB97M-V/def2-TZVPD" total_charge=-2 homo_ev=0.04 mol_weight_da=354.16 multiplicity=1
O 1.762169 1.741715 -0.515667 0.4 0.3 -0.3
O -0.988324 4.673360 -2.669875 -0.1 -0.3 -0.1
H 3.066018 -0.870464 -0.719907 0.1 -0.1 0.0
Br 3.522058 -3.826572 -0.435345 -0.2 0.1 0.1
O -1.327391 4.123628 -0.321077 0.0 0.0 0.0
S -1.839851 3.934017 -1.705870 0.2 0.4 0.6
O -1.838421 0.174118 1.715933 -0.5 -0.3 0.2
S -1.554672 -3.040317 1.767753 -0.3 -0.7 -0.1
C 2.079884 -2.656433 0.047228 0.3 -0.2 -0.2
C 0.027710 -1.026730 0.721631 -0.3 0.5 0.3
O -3.245375 4.402525 -1.793120 0.1 -0.3 -0.2
C 2.204001 -1.308921 -0.239012 -0.1 0.5 -0.1
H -1.040054 1.606889 -0.509086 -0.2 1.7 -0.2
C 0.927512 0.992397 -0.115185 -0.7 -0.8 -0.2
C 0.965737 -3.207590 0.654384 -0.3 0.0 0.0
H 0.897077 -4.267979 0.836731 0.1 -0.1 0.1
C -0.896832 0.154557 0.976100 0.4 0.0 -0.5
C -0.095243 -2.374300 1.013789 0.2 0.5 0.4
C 1.134522 -0.499500 0.096036 0.5 -0.5 0.3
O -1.770710 2.439354 -1.998251 0.2 -0.4 0.4
N -0.394462 1.235407 0.248036 -0.1 -0.5 -0.2
H -1.595355 -2.399162 2.944775 0.3 0.3 -0.2

=====

Record 5
30
Properties=species:S:1:pos:R:3:forces:R:3 method="wB97M-V/def2-TZVPD" relative_energy_ev=0.003 total_charge=-2 homo_ev=-3.69 mol_weight_da=566.64 multiplicity=1
Cl -2.028027 -1.916289 1.956558 0.0 0.0 0.0
C -2.444880 0.995054 -0.560533 0.0 0.0 0.0
C 0.390903 -0.749693 1.651952 0.1 0.0 -0.1
P 2.754489 0.906449 -1.719573 -0.1 0.0 -0.1
O -2.973046 1.991188 -0.111457 0.0 0.0 0.0
H -0.762220 2.124788 -4.456233 0.0 0.0 0.0
Cl -1.506694 -1.931470 5.018167 0.0 0.0 0.0
H -4.142431 0.609504 -1.810098 0.0 0.0 0.0
C -0.530637 -1.258767 2.558412 0.0 0.0 0.1
O -0.171012 -0.359720 -2.476874 -0.1 -0.1 0.0
H -2.548855 0.450900 -2.620494 0.0 0.0 0.0
O 1.737224 0.039057 -0.737249 0.0 0.1 0.2
Ti 0.155374 -0.666483 -0.570748 -0.1 0.0 0.1
C -3.120318 0.261662 -1.715240 0.0 0.0 0.0
Cl -3.169252 -1.512223 -1.479909 0.0 0.0 0.0
O -1.313653 0.508167 -0.149004 0.1 -0.1 0.0
Cl 1.152518 -0.755389 6.163348 0.0 0.0 -0.1
O 0.634465 0.141583 -4.893490 0.0 0.0 0.0
O 3.135585 2.135216 -0.998674 0.1 0.0 0.0
Cl 3.289382 0.445110 4.172111 0.0 0.0 0.0
H 2.316340 0.199423 1.555512 0.0 0.0 0.0
P 0.396294 0.617065 -3.521290 0.1 0.2 0.1
O 1.617697 1.357967 -2.846206 0.0 0.0 -0.1
C -0.320872 -1.270941 3.938711 0.0 0.0 -0.2
C 1.795985 -0.222669 3.569825 0.1 0.0 0.0
C 0.862788 -0.746195 4.451541 -0.1 -0.1 0.2
C 1.561733 -0.225871 2.205791 0.0 0.0 0.0
O 3.699163 -0.043884 -2.334466 0.0 0.0 0.0
Cl 0.258590 -2.919785 -0.687994 0.0 0.0 0.0
O -0.726621 1.796246 -3.552406 0.0 0.0 0.0

=====

Record 6
17
Properties=species:S:1:pos:R:3:forces:R:3 method="wB97M-V/def2-TZVPD" total_charge=0 homo_ev="-5.98 / -8.75" mol_weight_da=246.68 multiplicity=3
P 2.058057 2.186008 1.111993 -3.7 -1.1 0.0
C 1.851496 0.379347 0.761876 3.0 2.8 0.6
C -0.702996 1.618944 -0.182836 2.1 0.1 0.4
O 3.473090 2.427600 1.108325 4.3 0.7 0.0
C -0.580902 0.500252 0.660026 -0.9 -2.7 1.0
C -1.798964 0.097466 1.237449 -0.2 1.0 -0.9
Cl -2.298411 -1.196061 2.266162 0.6 0.4 -0.4
H -0.183620 -2.090978 0.407879 0.6 -1.3 0.3
S 3.131408 -0.733838 0.685903 2.3 2.1 0.1
S -3.018116 1.181064 0.694731 -0.7 -0.2 0.8
C 2.091777 -2.025814 0.485482 -1.5 -4.0 0.6
H 0.301471 1.899630 -0.600676 -1.7 0.5 -0.2
C 0.627267 -0.273227 0.718127 -2.0 -0.9 -0.1
H 2.440693 -3.105207 0.525705 -0.3 1.7 -0.4
C 0.781721 -1.648982 0.634363 -1.9 0.5 -0.8
H -2.209487 2.993731 -0.693447 -0.9 1.5 -0.9
C -1.938690 2.138611 -0.181987 0.8 -0.9 -0.2

=====

Record 7
19
Properties=species:S:1:pos:R:3:forces:R:3 method="wB97M-V/def2-TZVPD" relative_energy_ev=0.813 total_charge=-1 homo_ev=-4.66 mol_weight_da=226.19 multiplicity=1
C 2.232091 0.818293 1.443635 -2.2 -0.9 -2.0
C 2.205728 -0.400688 0.716517 0.7 0.0 0.9
H 3.160947 0.994075 1.797378 2.6 1.4 1.6
H 1.127382 -1.683061 -0.493958 -0.2 -2.3 -1.4
N -1.290446 -0.237266 -0.449930 -1.2 -2.4 -1.1
C -0.104042 -0.052698 0.158150 1.3 0.1 -0.1
H 0.945991 2.666199 1.751573 0.9 0.5 0.7
O -1.791693 2.861773 1.223261 0.3 -1.5 -0.5
O -3.316553 0.826984 -0.565076 0.2 0.3 0.4
H 3.193266 -1.006657 0.730958 -1.9 0.9 -0.3
C -2.172982 0.732685 -0.160233 -0.6 0.2 0.0
C -0.037290 1.167774 0.823452 -0.2 0.9 0.9
C 1.120000 1.666514 1.409550 -0.6 -1.2 -0.3
S -1.290572 -2.194298 -2.124624 1.1 -0.9 -2.0
C -1.400295 1.792587 0.781711 0.6 0.4 -0.6
O -0.332188 -3.045775 -1.398991 -1.6 1.8 -0.6
O -0.866642 -1.166828 -3.043907 0.7 -0.2 1.0
O -2.442124 -2.894677 -2.674007 0.0 0.5 2.0
C 1.059423 -0.844936 0.074540 0.4 2.2 1.4

=====

Record 8
88
Properties=species:S:1:pos:R:3:forces:R:3 method="wB97M-V/def2-TZVPD" relative_energy_ev=1.640 total_charge=+1 homo_ev=-11.85 mol_weight_da=574.31 multiplicity=1
H 6.065726 -0.760066 -4.409964 -0.2 0.2 0.4
H -3.444967 1.682441 -1.005459 -0.1 0.1 -0.2
C -0.704799 -1.111990 2.718967 -1.4 1.1 0.9
O 5.504693 1.371353 -3.975330 0.0 0.0 0.2
H -1.205246 0.972566 -2.537056 0.1 0.0 0.3
H 3.610090 1.046100 -7.853232 0.0 0.0 0.1
H 0.985556 -2.090774 -0.692845 0.1 0.1 0.0
H 3.077353 -3.107631 -6.269616 0.1 0.0 0.0
H -4.593282 -1.069884 4.535447 -0.1 0.0 0.0
H -1.143389 0.185246 7.226001 0.1 -0.3 0.2
C -1.200533 -3.822854 5.163206 0.2 1.8 1.7
O -5.028928 -2.180019 7.338664 0.0 0.1 -0.2
H 1.689569 0.173730 -3.951986 0.2 0.0 0.0
H 0.176295 -0.607872 4.757648 -0.9 0.3 -0.9
H -3.767957 -1.291542 9.618265 0.1 -0.1 -0.1
H -4.152199 -2.487762 4.191610 -0.1 -0.1 0.0
H -0.547811 0.969618 0.015735 0.2 0.0 0.0
H -2.624378 0.442447 -2.651761 -0.2 0.2 -0.2
C -2.524786 0.419337 1.961240 1.5 -2.0 -0.5
H 5.791773 -1.580920 -3.158949 0.0 0.0 -0.1
O -3.375381 -0.531807 9.170478 -0.2 0.3 0.0
C 0.223026 -2.351592 2.584093 1.3 0.0 -0.2
H 2.553323 5.939232 -2.503373 0.2 -0.1 0.0
H -0.070708 -1.240999 -1.387073 0.2 0.1 -0.1
H -1.127929 -2.297176 6.834896 -0.6 -0.6 -0.5
H 8.872682 -1.137648 -6.379779 -0.1 0.1 -0.1
H 4.723232 1.639805 -3.477382 0.0 0.0 -0.1
H -2.149352 -5.372657 1.635243 0.4 -0.8 0.3
H -2.524802 -2.918099 -4.121080 -0.1 0.0 -0.1
O 1.367007 -2.200192 2.903677 -0.7 0.2 -0.1
H -2.680108 -3.262087 6.716949 0.6 0.6 -0.4
O -4.101178 1.086900 -1.386581 0.3 0.1 0.3
H 7.588391 -1.117188 -5.568062 0.2 -0.2 -0.1
H -3.837828 0.226994 9.545759 0.1 -0.1 0.1
H -2.332704 -1.924470 5.542144 0.6 -0.9 0.5
O -3.327851 -2.412916 -3.951432 0.2 0.0 0.2
C -1.460680 0.809522 4.121177 1.6 -2.0 -0.3
H -5.055913 -1.241022 7.553399 0.1 -0.1 0.1
H -1.763944 -1.358978 0.782784 -0.1 0.9 0.9
H -0.756158 3.274016 -1.940639 0.3 0.0 0.1
O -0.115560 1.391159 -0.734596 -0.4 0.3 0.1
H 4.522476 -3.066478 -5.795584 0.0 -0.2 0.1
O -0.365656 -0.073666 6.710412 -0.1 0.8 0.3
H -1.402933 1.408002 5.062253 -0.4 -0.4 -1.2
N -2.361138 1.118838 3.130551 0.1 -0.5 -0.1
H -7.574363 2.271404 -0.563918 0.1 0.1 0.0
O 0.464088 -1.285448 -0.582732 -0.2 -0.4 0.1
O -6.718559 1.972172 -0.233564 0.0 -0.2 -0.1
H 6.134786 2.085745 -3.822793 0.0 0.0 -0.2
O -4.939725 -1.956117 4.380179 0.3 0.1 -0.1
O 2.331150 3.735440 -2.884232 0.3 0.2 0.0
H 3.792000 0.443102 -5.366336 0.1 0.0 -0.4
O 1.235706 0.657829 -3.247452 0.0 -0.1 0.0
H 3.431157 2.524114 -7.544036 0.1 0.0 0.1
H 4.439433 6.654602 -3.884348 -0.1 0.1 0.0
H 1.479703 4.043399 -3.224587 0.0 -0.3 0.2
O 3.867950 -3.654079 -6.192706 -0.1 0.2 0.0
H 5.868210 7.164009 -3.756457 0.0 0.0 -0.1
C -0.562099 -0.326355 3.976246 -1.8 0.3 -2.8
H 4.278921 -0.969403 -5.648370 -0.1 0.0 0.2
H 0.318854 0.697895 -3.543675 0.2 0.0 -0.2
H -2.990551 1.914930 3.283761 0.4 -0.4 0.0
O 3.832186 1.718362 -7.198744 -0.2 0.2 -0.2
C -1.689745 -0.730558 1.705725 0.5 0.6 1.9
H -4.898508 1.633553 -1.459038 -0.2 -0.1 0.1
O -0.162286 -3.590654 2.076841 -1.5 1.6 1.5
H 0.267404 0.638853 6.872862 0.1 -0.2 0.2
H 0.741078 0.944075 -0.792815 -0.1 -0.1 -0.2
C -1.864240 -2.760450 6.139330 -0.3 -0.7 -0.2
O -1.547062 -5.542062 2.390080 0.0 2.4 -0.3
H -0.116784 -3.508708 5.076003 -0.9 -0.7 -0.2
H -1.066056 3.438079 -3.422492 0.1 0.1 0.0
H -1.270190 -4.849880 5.610679 0.0 0.9 -0.8
O 3.476060 -0.463400 -5.486840 -0.3 0.0 0.2
H 2.160517 2.819268 -2.634816 -0.2 0.1 -0.1
H -3.294710 0.688146 1.192166 0.7 0.1 1.2
H -3.016255 -1.508047 -3.836408 0.0 0.0 -0.1
O -1.813698 0.566297 -3.166361 0.0 -0.1 0.1
O -1.896632 -3.688282 3.897771 1.6 -0.3 -0.7
O -0.417981 3.678771 -2.748242 -0.6 -0.1 -0.2
O 2.724153 6.857439 -2.753104 -0.2 -0.2 0.0
H -5.025193 -2.200628 6.369424 -0.2 -0.2 0.1
H -6.876785 1.057373 0.029123 0.0 0.1 0.0
H 1.878440 7.170309 -3.092884 0.1 0.1 0.0
B -1.185620 -4.236795 2.819689 -1.0 -2.0 -0.4
O 8.019080 -0.694363 -6.320743 0.0 -0.1 0.2
O 5.896453 -1.666038 -4.112499 0.3 0.0 -0.3
O 5.258060 6.768894 -4.388038 0.1 -0.1 0.1